Entry 1:
Below is C8H11IN2O7P2S2Se3TcTe as an isolated structure at a distorted geometry, with properties calculated with the ωB97M-V functional and the def2-TZVPD basis.

Geometry as ORCA input:
```
! RIJCOSX wB97M-V def2-TZVPD def2/J DEFGRID3
* xyz 0 2
Tc 0.828 0.626 -0.068
O 1.179 2.611 3.539
P 0.641 2.259 2.104
O -0.424 3.168 1.698
O 1.811 2.005 1.110
O -0.038 0.690 2.285
P 0.942 -0.626 2.463
O 1.915 -0.174 3.652
O 0.162 -1.816 2.814
O 1.745 -0.667 1.140
H 1.812 1.950 3.897
H 2.060 -0.925 4.262
Se 2.384 0.338 -1.787
Se 1.148 -2.539 -4.718
Te 0.682 -0.574 -3.503
Se -0.409 -0.979 -1.204
I -2.740 1.150 0.194
C -1.518 2.538 -0.777
C -2.113 3.732 -1.138
C -1.349 4.701 -1.756
C -0.015 4.433 -2.013
C 0.496 3.210 -1.648
N -0.229 2.259 -1.041
H -3.158 3.892 -0.913
H -1.793 5.653 -2.028
H 0.631 5.156 -2.495
H 1.526 2.961 -1.844
S 2.543 -3.652 0.351
C 0.965 -3.922 -0.041
N -0.110 -3.767 0.746
C -1.442 -3.951 0.174
C -1.271 -4.620 -1.203
S 0.509 -4.516 -1.615
H 0.000 -3.274 1.617
H -1.946 -2.994 0.070
H -2.045 -4.563 0.841
H -1.822 -4.108 -1.986
H -1.555 -5.668 -1.177
*
```

Properties
Molecular weight = 962.65 g/mol
⟨S²⟩ = 1.2256
E_LUMO (spin up / spin down) = -3.0 / -1.9 eV
Largest force on an atom = 1.49 eV Å⁻¹
HOMO energy (spin up / spin down) = -7.82 / -7.82 eV
Energy relative to the best compared isomer or geometry (same formula, charge and spin) = 17.9 kJ/mol

Entry 2:
Below is C17H16BrClFe as an isolated structure at a distorted geometry, with properties calculated with the ωB97M-V functional and the def2-TZVPD basis.

Geometry as ORCA input:
```
! RIJCOSX wB97M-V def2-TZVPD def2/J DEFGRID3
* xyz -2 5
C -1.811 -0.860 -1.228
C -1.768 -1.341 0.121
C -1.572 -0.229 0.982
H -2.014 -2.371 0.407
C -1.362 0.930 0.194
C -1.612 0.583 -1.187
H -1.795 1.246 -2.035
H -2.241 -1.388 -2.084
H -1.697 -0.236 2.074
H -1.256 1.953 0.566
Fe 0.398 -0.213 -1.004
Br 2.669 0.378 -1.288
C 2.396 0.543 -4.072
C 1.280 1.325 -4.460
C 0.280 0.454 -4.940
H 1.208 2.397 -4.374
C 0.757 -0.878 -4.811
C 2.061 -0.822 -4.275
H 2.643 -1.688 -4.003
H 3.329 0.973 -3.754
H -0.696 0.737 -5.298
H 0.203 -1.774 -5.048
Cl 1.683 1.544 1.764
C 1.096 0.484 2.963
C 0.977 0.930 4.277
C 0.614 0.048 5.302
C 0.286 -1.260 4.963
C 0.348 -1.702 3.648
C 0.817 -0.870 2.586
C 0.983 -1.338 1.241
H 1.206 1.963 4.502
H 0.574 0.397 6.329
H 0.014 -1.962 5.746
H 0.103 -2.750 3.421
H 0.436 -2.266 1.064
H 2.033 -1.399 0.957
*
```

Properties
Molecular weight = 391.52 g/mol
⟨S²⟩ = 6.0222
E_LUMO (spin up / spin down) = 5.1 / 5.1 eV
Largest force on an atom = 1.86 eV Å⁻¹
HOMO energy (spin up / spin down) = 0.32 / 0.30 eV
Energy relative to the best compared isomer or geometry (same formula, charge and spin) = 0.0 kJ/mol

Entry 3:
Below is one molecule with the formula S2 at a distorted geometry, with properties calculated with the ωB97M-V functional and the def2-TZVPD basis.

Geometry as ORCA input:
```
! RIJCOSX wB97M-V def2-TZVPD def2/J DEFGRID3
* xyz 0 1
S -0.384 0.062 0.919
S 0.384 -0.062 -0.919
*
```

Properties
Molecular weight = 64.13 g/mol
E_LUMO = -2.9 eV
Largest force on an atom = 2.99 eV Å⁻¹
HOMO energy = -8.60 eV
Energy relative to the best compared isomer or geometry (same formula, charge and spin) = 17.8 kJ/mol

Entry 4:
Below is CHI2NO2 as an isolated structure at a distorted geometry, with properties calculated with the ωB97M-V functional and the def2-TZVPD basis.

Geometry as ORCA input:
```
! RIJCOSX wB97M-V def2-TZVPD def2/J DEFGRID3
* xyz 0 1
C 0.141 0.099 -0.473
N -0.410 0.393 0.839
O -0.340 1.572 1.094
O -0.867 -0.474 1.519
I -0.278 -2.581 -1.083
I 2.182 0.472 -0.604
H -0.428 0.518 -1.293
*
```

Properties
Molecular weight = 312.83 g/mol
E_LUMO (spin up / spin down) = -2.4 / -2.5 eV
Largest force on an atom = 3.10 eV Å⁻¹
HOMO energy (spin up / spin down) = -9.75 / -9.70 eV
Energy relative to the best compared isomer or geometry (same formula, charge and spin) = 119.3 kJ/mol

Entry 5:
Below is C25H54GeN6O5RuSSi3 as an isolated structure, with properties calculated with the ωB97M-V functional and the def2-TZVPD basis.

Geometry as ORCA input:
```
! RIJCOSX wB97M-V def2-TZVPD def2/J DEFGRID3
* xyz 3 6
Ru 0.896 -1.254 -0.949
N 2.473 0.033 0.397
C 1.652 0.679 1.423
C 2.424 1.101 2.695
C 3.818 1.693 2.464
C 3.910 3.133 1.956
N 3.506 3.349 0.556
C 4.226 3.033 -0.527
N 5.307 2.261 -0.442
N 3.827 3.430 -1.731
C 0.581 -0.336 1.810
O -0.416 0.080 2.526
O 0.723 -1.519 1.490
H 3.027 -0.709 0.817
H 3.114 0.688 -0.035
H 1.153 1.537 0.969
H 2.564 0.211 3.317
H 1.801 1.787 3.273
H 4.379 1.027 1.804
H 4.353 1.667 3.415
H 4.927 3.509 2.092
H 3.269 3.785 2.548
H 2.717 3.954 0.398
H 5.726 2.044 0.446
H 5.854 2.087 -1.279
H 3.119 4.136 -1.840
H 4.356 3.132 -2.555
C -1.246 -0.477 -3.462
C -1.616 -0.204 -2.015
C -3.013 0.375 -1.884
O -0.645 0.702 -1.415
C -1.468 -1.447 -1.108
O -1.854 -1.429 0.052
O -1.027 -2.546 -1.725
H -1.293 0.453 -4.032
H -1.945 -1.180 -3.914
H -0.243 -0.898 -3.552
H -3.116 1.247 -2.533
H -3.203 0.669 -0.855
H -3.764 -0.353 -2.192
H -0.708 1.549 -1.876
N 6.926 -0.101 -4.834
C 6.175 0.616 -4.017
S 6.650 2.092 -3.419
C 4.876 0.002 -3.605
C 4.794 -1.311 -3.162
C 3.589 -1.773 -2.651
N 2.497 -1.011 -2.567
C 2.560 0.227 -3.080
C 3.714 0.768 -3.603
H 7.823 0.259 -5.130
H 6.583 -0.938 -5.279
H 5.660 -1.960 -3.152
H 3.509 -2.779 -2.259
H 1.644 0.803 -3.040
H 3.721 1.772 -4.004
C -2.344 -4.509 0.022
Si -1.005 -4.231 -1.229
C -1.273 -5.101 -2.835
C 0.710 -4.486 -0.544
Ge -1.653 -1.377 2.888
Si -3.809 0.084 3.541
C -3.110 1.774 3.862
C -4.490 -0.819 5.008
C -4.816 -0.141 1.999
Si -0.712 -1.769 5.347
C -1.728 -3.236 5.846
C 1.048 -2.182 4.906
C -0.899 -0.216 6.341
H -2.565 -5.578 0.077
H -3.268 -3.995 -0.247
H -2.040 -4.175 1.015
H -1.293 -6.182 -2.683
H -0.472 -4.881 -3.542
H -2.222 -4.817 -3.294
H 1.437 -4.629 -1.346
H 0.745 -5.378 0.087
H 1.033 -3.651 0.090
H -3.628 2.210 4.720
H -3.259 2.423 2.999
H -2.044 1.755 4.091
H -3.873 -0.721 5.900
H -4.655 -1.876 4.795
H -5.468 -0.383 5.240
H -4.202 -0.329 1.120
H -5.396 0.769 1.820
H -5.510 -0.973 2.123
H -1.668 -4.041 5.112
H -2.775 -2.994 6.024
H -1.316 -3.622 6.785
H 1.148 -2.689 3.945
H 1.420 -2.868 5.675
H 1.682 -1.295 4.913
H -1.902 -0.096 6.750
H -0.642 0.677 5.768
H -0.202 -0.273 7.183
*
```

Properties
Molecular weight = 808.75 g/mol
⟨S²⟩ = 8.7654
E_LUMO (spin up / spin down) = -7.2 / -9.5 eV
Largest force on an atom = 0.60 eV Å⁻¹
HOMO energy (spin up / spin down) = -14.75 / -14.66 eV
Energy relative to the best compared isomer or geometry (same formula, charge and spin) = 71.7 kJ/mol

Entry 6:
Below is an isolated ion of composition C27H35N4O5S2 and charge +1 at a distorted geometry, with properties calculated with the ωB97M-V functional and the def2-TZVPD basis.

Geometry as ORCA input:
```
! RIJCOSX wB97M-V def2-TZVPD def2/J DEFGRID3
* xyz 1 1
C -2.367 -1.426 2.265
H -2.466 -0.834 3.171
H -1.512 -1.056 1.699
C -3.662 -1.385 1.457
H -3.576 -2.031 0.583
H -4.471 -1.774 2.075
C -4.033 0.040 1.035
N -3.140 0.503 -0.062
H -2.190 0.200 0.181
C -3.450 -0.033 -1.405
C -4.913 0.164 -1.776
C -5.809 -0.443 -0.704
C -5.495 0.224 0.629
H -6.127 -0.179 1.420
H -5.699 1.293 0.553
H -6.855 -0.278 -0.957
H -5.647 -1.520 -0.641
H -5.088 -0.312 -2.740
H -5.126 1.228 -1.880
H -2.813 0.491 -2.120
H -3.202 -1.099 -1.425
S -2.989 2.426 -0.085
O -3.671 2.815 1.097
O -3.459 2.808 -1.366
C -1.228 2.518 0.071
C -0.453 2.786 -1.043
C 0.924 2.757 -0.915
C 1.500 2.405 0.303
C 0.698 2.234 1.435
C -0.676 2.280 1.319
H -1.321 2.148 2.174
H 1.153 2.042 2.395
C 2.992 2.348 0.477
O 3.682 3.336 0.425
N 3.488 1.100 0.793
C 2.735 -0.013 0.562
N 1.620 0.020 -0.088
C 0.977 -1.174 -0.071
C -0.244 -1.415 -0.713
C -0.763 -2.673 -0.560
C -0.115 -3.675 0.180
C 1.089 -3.466 0.807
C 1.620 -2.186 0.673
S 3.100 -1.559 1.337
H 1.582 -4.241 1.366
O -0.877 -4.805 0.165
C -1.985 -4.529 -0.659
O -1.958 -3.159 -1.027
H -2.914 -4.743 -0.113
H -1.941 -5.154 -1.565
H -0.696 -0.654 -1.325
C 4.865 0.986 1.257
C 5.759 0.121 0.365
H 5.607 -0.935 0.585
H 6.795 0.361 0.602
C 5.506 0.376 -1.122
N 4.232 -0.207 -1.529
C 4.354 -1.606 -1.887
H 3.358 -2.016 -2.060
H 4.820 -2.160 -1.075
H 4.954 -1.753 -2.796
C 3.575 0.542 -2.578
H 4.108 0.486 -3.536
H 3.500 1.587 -2.281
H 2.568 0.146 -2.713
H 6.338 -0.031 -1.714
H 5.472 1.455 -1.291
H 5.247 2.009 1.284
H 4.854 0.584 2.275
H 1.552 2.969 -1.765
H -0.931 3.018 -1.981
H -3.839 0.708 1.882
H -2.145 -2.449 2.557
*
```

Properties
Molecular weight = 559.73 g/mol
E_LUMO = -3.2 eV
Largest force on an atom = 1.32 eV Å⁻¹
HOMO energy = -10.32 eV
Energy relative to the best compared isomer or geometry (same formula, charge and spin) = 107.6 kJ/mol
SMILES string = CC[C@@H]1CCCC[N@H+]1S(=O)(=O)c1ccc(C(=O)N(CCCN(C)C)c2nc3cc4c(cc3s2)OCO4)cc1

molecular weight of number 5 (C25H54GeN6O5RuSSi3)? 808.75 g/mol

The highest molecular weight belongs to which entry? C8H11IN2O7P2S2Se3TcTe

Which of these has the highest energy relative to the best compared isomer or geometry (same formula, charge and spin)? CHI2NO2